A cluster of 2 separate species, C9H11NOS in total in a non-equilibrium geometry, computed with ωB97M-V/def2-TZVPD.

Atoms and positions in Å:
S -1.762349 -1.928777 1.961531
O -1.380862 -0.971892 2.932273
N -0.916725 -3.553079 -1.162531
C 0.760107 -1.441606 1.279977
C -2.701006 -1.001521 0.622010
C -0.577827 -2.842006 -0.321947
C 1.989943 2.043717 -0.112422
C 1.214082 0.885296 -2.034673
C 0.524205 2.466957 -0.407261
C -0.324355 -2.017364 0.789341
C 2.366193 1.035604 -0.963472
C 0.118466 1.539719 -1.560211
H 0.844368 -0.943387 2.210062
H 1.744236 -1.572722 0.802852
H 0.586305 3.437839 -0.725705
H -0.102438 2.546828 0.604594
H -2.835808 -1.711059 -0.197340
H -0.832893 1.740005 -2.021554
H 3.299991 0.479953 -0.914742
H 2.283321 2.262162 0.830392
H -2.043916 -0.110052 0.262160
H -3.599792 -0.698519 1.096968
H 1.346755 0.353905 -2.970303

Forces on atoms 1 to 3 (eV/Å):
-1.03 -1.25 -4.39
0.91 2.43 3.00
0.08 0.17 0.08

**HOMO energy**: -8.984 eV
**Relative energy (zero: lowest compared OMol25 entry of this formula, charge and spin)**: 110.8 kcal/mol
**E**: -877.5609 Eh
**Charge**: 0

These are the Mulliken partial charges, in e, on atoms 1 to 4: atom 1 (S): 0.4555, atom 2 (O): -0.5637, atom 3 (N): -0.4706, atom 4 (C): -0.7647